# 1
# C18H24LuN7OSSe

A molecular structure, C18H24LuN7OSSe (ωB97M-V with the def2-TZVPD basis set, the Open Molecules 2025 dataset).

Total charge: 0
Energy above the lowest of the compared OMol25 structures with the same formula, charge and spin, kJ/mol: 0.0
HOMO energy, eV: -7.5
LUMO level, hartree: -0.024
HOMO-LUMO gap, eV: 6.808

```
53
Properties=species:S:1:pos:R:3:forces:R:3
Lu 1.46331 -1.42522 -0.05770 0.8 0.1 0.3
N 2.78887 -1.28385 1.78800 -0.1 -0.1 -0.5
C 3.93989 -1.35474 1.50951 -0.1 0.0 -0.1
N 5.17084 -1.35012 1.23840 -0.6 0.6 0.9
C 5.70271 -2.12619 0.33441 0.7 -0.4 -0.5
N 6.28873 -2.74184 -0.44732 -0.1 -0.3 -0.2
C 0.54659 6.59021 0.31515 -0.3 0.3 0.0
C 0.82071 5.17103 -0.05133 0.1 -0.2 0.4
C 1.09390 4.22001 0.92483 -0.2 0.2 -0.4
C 1.44156 2.91699 0.59769 0.1 -0.2 -0.3
C 1.80144 1.97637 1.70944 -0.3 -0.2 0.1
C 1.46931 2.54509 -0.75738 0.1 0.1 0.2
Se 2.01241 0.82587 -1.39850 0.0 -0.4 0.1
C 1.18906 3.49591 -1.75044 0.0 -0.3 -0.2
C 1.21274 3.15214 -3.21704 -0.2 0.2 0.0
C 0.88335 4.78715 -1.37314 -0.2 0.4 -0.3
H 0.40421 6.69643 1.38714 0.0 0.1 0.1
H -0.34759 6.98735 -0.18040 0.1 -0.1 0.0
H 1.38589 7.21629 0.02256 0.1 0.2 0.0
H 1.01664 4.50589 1.96216 0.1 0.0 0.2
H 1.74761 2.51292 2.65759 0.0 -0.1 0.0
H 2.80290 1.54514 1.61465 -0.2 0.1 -0.1
H 1.08086 1.13814 1.75968 0.3 0.2 0.1
H 0.53503 2.33090 -3.43860 -0.1 -0.1 0.0
H 2.18865 2.80346 -3.53162 0.3 0.0 -0.1
H 0.92140 4.01732 -3.82060 0.1 -0.1 0.1
H 0.67709 5.53407 -2.13689 0.0 -0.1 0.0
C -3.14459 -4.92008 0.69171 0.0 -0.1 -0.6
C -1.71703 -5.11486 0.23096 0.0 0.1 -0.1
N -0.99660 -3.85510 0.35627 0.1 0.0 0.0
C -1.53853 -2.62030 0.27508 -0.4 -0.3 0.2
N -0.75108 -1.57023 0.28842 0.5 0.5 -0.2
C -1.35299 -0.22299 0.15223 0.1 0.2 0.6
C -2.71677 -0.17227 0.81660 0.0 0.0 -0.1
C -3.57952 -1.24880 0.19959 -0.1 0.1 -0.2
N -2.88052 -2.53313 0.22917 -0.5 0.3 0.0
C -3.70480 -3.70127 -0.00789 -0.2 -0.2 -0.1
H -3.18639 -4.77586 1.75589 0.0 0.0 0.6
H -3.74851 -5.78204 0.41379 0.0 -0.1 0.1
H -1.71773 -5.44502 -0.81662 0.1 0.0 0.1
H -1.18576 -5.85312 0.83313 -0.1 0.0 -0.1
H 0.00400 -3.90883 0.47637 0.1 0.0 -0.1
H -1.43978 0.05095 -0.90553 0.1 0.0 0.1
H -0.69133 0.51547 0.65659 -0.3 -0.4 -0.5
H -3.17637 0.80950 0.67423 0.1 -0.1 0.0
H -2.62031 -0.35924 1.88677 0.1 0.1 0.1
H -3.84621 -0.97522 -0.83805 0.1 -0.2 0.3
H -4.51300 -1.37706 0.76119 0.2 0.0 -0.1
H -3.78797 -3.88709 -1.08719 0.0 0.0 0.1
H -4.70633 -3.49172 0.36923 0.0 0.1 -0.1
O 2.00967 -3.78254 0.16763 -0.2 -0.2 0.4
S 2.50619 -3.86951 -1.26282 -0.2 0.9 -0.4
N 2.24411 -2.59634 -1.97698 0.1 -0.5 0.2
```
Forces are in eV/Å.

# 2
# C10H13BrNO2

A gas-phase ion, C10H13BrNO2 (charge +1) (ωB97M-V with the def2-TZVPD basis set, the Open Molecules 2025 dataset).

Total charge: +1
Energy above the lowest of the compared OMol25 structures with the same formula, charge and spin, kJ/mol: 228.5
HOMO energy, eV: -12.1
LUMO level, hartree: -0.124
HOMO-LUMO gap, eV: 8.729

```
27
Properties=species:S:1:pos:R:3:forces:R:3
C 1.49150 -2.01103 0.07703 -7.2 3.7 -1.5
C 1.31082 -0.54637 -0.09056 0.2 -1.4 0.3
C -0.03122 -0.35008 -0.31236 1.0 3.3 -0.9
C 0.16116 -2.49254 -0.07473 2.5 -0.3 -0.5
C 1.83184 1.80599 -0.24096 1.7 1.3 0.0
C 2.31904 0.57184 -0.10647 -2.6 -0.5 -0.4
C -0.47734 1.14630 -0.85421 -0.4 -5.3 -0.1
C -0.38343 -3.87850 -0.12361 -1.3 -1.0 1.8
C 0.00397 2.55376 1.12676 -0.4 -2.2 3.0
C -2.66129 0.57572 -0.09860 0.8 -2.6 1.4
N 0.40648 2.10493 -0.23871 0.2 2.7 1.1
O -0.74701 -1.49007 -0.36956 1.6 0.2 0.4
O -1.78359 1.48051 -0.76393 -0.9 0.8 0.3
Br 4.12119 0.25534 -0.08055 0.6 -0.2 0.1
H 2.32612 -2.42483 0.39703 3.5 -2.4 1.1
H 2.42999 2.74998 -0.21239 -0.4 -1.2 -0.1
H -0.17429 1.16177 -1.88460 0.1 -0.1 -0.8
H -0.24912 -4.35416 0.93687 -0.6 0.8 -1.8
H -1.51492 -3.84592 -0.40930 2.2 -0.2 0.6
H 0.18076 -4.57565 -0.76824 -0.3 0.7 0.0
H 0.35950 1.63433 1.81319 -1.3 2.0 -1.3
H 0.60605 3.39785 1.54271 -0.6 -0.4 -1.1
H -1.13286 2.72364 1.15833 2.0 -0.2 0.0
H -2.20135 0.22055 0.89213 -0.4 0.4 -1.4
H -2.87145 -0.34892 -0.72057 0.3 1.3 0.6
H -3.59343 0.99125 0.21952 -0.4 1.0 -0.5
H 0.27288 2.94432 -0.81423 0.2 -0.1 -0.1
```
Forces are in eV/Å.

# 3
# C19H18Cl3GeINOSTl

A molecular structure, C19H18Cl3GeINOSTl (ωB97M-V with the def2-TZVPD basis set, the Open Molecules 2025 dataset).

Total charge: 0
HOMO energy, eV: -7.7
LUMO level, hartree: -0.036
HOMO-LUMO gap, eV: 6.728

```
46
Properties=species:S:1:pos:R:3:forces:R:3
Tl -15.38711 2.18980 7.19346 0.9 -2.5 -1.6
Cl -17.81085 5.22234 12.91740 -0.5 0.4 0.6
C -17.39482 4.04286 11.74748 0.0 -1.3 0.3
C -17.76567 2.69759 11.94795 0.7 1.9 0.4
C -17.25824 1.68964 11.13208 0.3 0.5 -1.0
I -17.95588 -0.24074 11.47151 0.3 0.0 -0.2
C -16.42679 1.99893 10.00157 -1.1 0.4 1.0
O -16.02555 1.12134 9.16700 0.3 0.3 -0.6
C -16.16728 3.43141 9.78969 0.0 -0.4 -0.7
N -15.57492 3.77524 8.59407 -0.3 2.3 1.7
C -15.33817 5.07218 8.34744 0.3 -1.3 -0.7
C -15.61583 6.10809 9.22430 -0.1 -0.2 0.4
C -16.23404 5.79202 10.41033 0.3 0.7 -0.1
C -16.59063 4.46005 10.67136 -0.3 -1.2 0.2
H -18.37671 2.50196 12.84061 0.2 -0.2 -0.6
H -14.85782 5.29334 7.40169 0.0 -0.1 -0.1
H -15.33494 7.10255 8.90308 -0.1 0.0 0.3
H -16.43633 6.55996 11.15859 -0.1 -0.3 -0.3
Cl -13.08841 4.06741 5.32371 0.1 -0.4 0.1
C -11.75002 2.92219 5.31985 0.8 -0.6 0.6
C -10.70051 3.21560 4.44346 -0.1 0.1 -0.5
C -9.56279 2.40960 4.38835 0.0 -0.1 -0.1
C -9.43059 1.32131 5.25089 0.0 0.2 -0.2
C -10.46665 1.03079 6.11702 -1.1 0.8 0.2
Cl -10.29667 -0.32372 7.16780 0.2 -0.2 0.1
C -11.67787 1.82418 6.22973 1.2 0.5 -1.2
S -12.75778 1.47331 7.52847 -1.5 0.2 0.4
H -10.80539 4.08975 3.77976 0.1 -0.6 0.4
H -8.76168 2.57029 3.65815 -0.4 0.3 0.3
H -8.51153 0.71569 5.24126 -0.7 0.2 0.0
C -19.22326 1.28931 7.61713 -0.8 0.2 -0.6
Ge -18.64400 2.08739 5.91688 0.6 -0.6 -0.2
C -19.79967 1.57700 4.43086 0.5 -0.9 0.3
C -18.73560 4.02476 6.00780 -0.7 0.3 1.2
C -16.74354 1.47580 5.52054 -0.3 0.4 1.2
H -20.23356 0.86072 7.41809 0.6 0.4 0.4
H -19.25989 2.06549 8.39123 -0.1 -0.3 -0.1
H -18.58232 0.48422 7.93342 0.3 -0.2 0.2
H -20.83272 1.80855 4.68786 0.0 -0.1 -0.1
H -19.65407 0.48553 4.26034 -0.4 0.8 -0.1
H -19.47964 2.15248 3.56857 -0.1 -0.1 -0.3
H -19.68264 4.34281 6.54179 1.1 -0.4 -0.4
H -18.76324 4.51092 5.04768 0.2 0.1 -0.4
H -17.86180 4.35636 6.58098 -0.2 0.3 0.0
H -16.30026 1.88256 4.63776 0.2 0.5 -0.6
H -16.60120 0.39184 5.45009 -0.1 0.2 0.4
```
Forces are in eV/Å.

> Among the records above, which one has the highest LUMO level?

C18H24LuN7OSSe

> Which formula does entry 3 have?

C19H18Cl3GeINOSTl

> Which of these has the lowest LUMO level?

C10H13BrNO2

> Look up the HOMO energy of the first one.

-7.5 eV